# 1
# C38H25Br2CeCl2N8O5S3

A molecular structure, C38H25Br2CeCl2N8O5S3 (the ωB97M-V functional and the def2-TZVPD basis, the Open Molecules 2025 dataset).

Structure (XYZ):
```
84
Properties=species:S:1:pos:R:3:forces:R:3:lowdin_charge:R:1
Ce 2.8675 6.4664 19.3884 -0.3 0.5 0.5 0.755
C 4.2778 8.7327 22.5451 0.4 0.0 -2.2 0.001
C 3.2608 9.4485 21.6751 1.2 1.2 1.0 -0.293
C 3.2040 10.8543 21.8971 0.3 0.5 0.9 -0.021
C 2.5488 11.7101 21.0996 -0.6 0.1 -0.7 -0.034
C 1.7816 11.1812 20.0084 1.1 -0.3 1.3 -0.208
C 1.0245 11.9339 19.1114 0.4 1.0 0.8 -0.594
Br 0.9894 13.8311 19.4737 -0.4 -0.4 -0.6 0.734
C 0.3972 11.3484 18.0740 -0.1 0.2 -0.5 -0.174
C 0.5374 9.9847 17.8443 0.1 -1.3 0.7 -0.587
Br -0.2326 9.2510 16.2797 0.0 -0.1 0.2 0.782
C 1.1702 9.1408 18.7703 0.6 0.1 0.2 -0.324
O 1.2604 7.8271 18.6614 0.0 0.6 0.1 -0.299
C 1.8556 9.7924 19.8841 -0.3 -1.8 -1.0 -0.081
N 2.6241 8.9142 20.6845 -1.0 0.5 -1.0 0.122
H 4.4864 9.2296 23.4682 -0.4 0.2 0.7 0.071
H 5.2576 8.8083 21.9905 -0.9 -0.3 0.3 0.105
H 3.9826 7.7054 22.6210 0.1 -0.7 0.4 0.050
H 3.7133 11.2955 22.7542 0.1 -0.4 -0.2 0.117
H 2.6156 12.7795 21.2774 -0.2 -0.2 0.0 0.069
H -0.1898 11.9091 17.3844 -0.3 0.4 -0.4 0.092
N 11.4326 11.5260 17.7068 0.0 0.9 -1.0 0.068
C 10.1922 10.9764 18.0210 -1.4 1.8 -0.2 -0.341
C 9.0897 11.8725 17.8752 0.2 -1.5 0.5 -0.038
C 7.8253 11.4758 18.2730 -0.8 0.3 0.0 -0.020
C 7.6433 10.1917 18.7820 0.4 -0.7 0.7 -0.357
C 8.7223 9.3229 18.9558 -0.8 -0.1 -0.2 -0.012
C 9.9885 9.7219 18.5400 -0.9 -0.4 0.4 -0.039
S 5.5617 8.6103 18.2403 0.4 -0.5 -0.5 0.971
O 6.4153 9.7382 19.2447 -0.1 -0.1 -0.5 -0.291
O 6.4970 7.7964 17.4347 -0.3 1.0 0.7 -0.412
N 4.9994 7.6640 19.4515 0.0 1.4 -0.7 -0.270
C 5.7759 6.8646 20.1869 -0.2 -1.6 0.4 -0.495
N 4.9877 5.9357 20.7577 -0.7 -0.2 0.6 0.021
C 5.5055 5.0007 21.5309 -0.6 -0.8 0.0 -0.113
C 6.8679 4.8949 21.6932 0.2 0.0 -0.2 -0.042
C 7.6167 5.8468 20.9929 0.1 -1.1 1.1 -0.115
N 7.0984 6.8339 20.3044 0.5 0.9 -0.7 0.152
H 11.3743 12.1229 16.8613 0.3 -0.6 0.9 0.100
H 12.1415 10.8416 17.6128 0.8 -0.6 -0.2 0.063
H 9.2453 12.8355 17.4331 0.1 0.4 0.0 0.095
H 6.9586 12.1704 18.2303 0.7 -0.6 -0.1 0.127
H 8.4702 8.3259 19.3921 0.5 1.0 -0.5 0.101
H 10.7486 8.9911 18.6404 1.0 -0.3 0.0 0.095
H 4.8023 4.2569 21.9447 0.3 0.5 -0.2 0.114
H 7.3059 4.0638 22.2423 0.0 0.4 -0.1 0.101
H 8.6989 5.7322 21.0501 0.0 0.5 -0.2 0.112
S 1.5932 5.8820 21.7691 0.0 -0.5 -0.4 0.635
C 1.5399 4.1858 21.2640 -0.4 0.2 0.5 -1.039
S 2.6475 3.7295 20.0450 0.2 0.1 0.1 0.707
C 0.6148 3.3262 21.8593 1.1 -0.1 -0.6 -0.378
C 0.5818 1.9142 21.6143 0.2 -1.8 -0.3 -0.228
N 0.5746 0.7540 21.4452 -0.1 2.2 0.3 0.148
C -0.2304 3.8256 22.8601 -1.6 0.5 1.0 -0.294
N -1.0070 4.2196 23.6271 0.7 -0.3 -0.4 0.141
Cl 2.7673 0.6862 16.7120 -0.1 0.5 -0.3 0.678
C 1.3099 1.4666 17.2927 0.1 -0.3 0.3 -0.561
C 0.3814 0.6027 17.8501 -0.8 2.1 0.2 -0.098
C -0.7062 1.1952 18.5221 2.0 0.5 -1.2 -0.070
C -0.7764 2.5852 18.6266 -2.0 -0.3 1.4 -0.098
C 0.1493 3.4141 18.0382 0.1 -0.7 -0.1 -0.624
Cl 0.1449 5.0969 18.2574 -0.6 1.0 -0.1 0.879
C 1.1919 2.8686 17.3219 0.7 -1.0 -1.4 -0.361
N 2.1440 3.6478 16.6300 0.1 0.3 0.3 0.065
C 2.0296 4.1773 15.3414 -1.9 -1.2 1.1 -0.186
C 0.8425 3.9126 14.6533 0.0 0.2 -0.6 -0.009
C 0.7069 4.3357 13.3447 0.4 -0.8 -0.3 -0.088
C 1.7337 5.0486 12.7347 -0.5 -0.3 0.3 -0.109
C 2.8524 5.3585 13.4630 1.0 1.1 -0.2 -0.041
C 3.0288 4.9291 14.7661 -0.3 -0.2 -0.5 -0.189
C 4.2278 5.1765 15.5529 1.7 0.2 2.1 -0.021
C 3.9292 5.8484 16.9325 -0.4 0.9 -2.5 -0.620
O 3.3842 6.9874 17.0184 0.2 -0.6 0.2 -0.058
O 4.1851 5.1779 17.9449 0.7 -0.9 1.6 -0.147
H 0.5102 -0.4378 17.7007 0.0 -0.8 0.3 0.088
H -1.3807 0.5444 18.9892 -1.1 -0.5 0.7 0.088
H -1.6123 3.0043 19.2553 1.1 -0.3 -0.8 0.137
H 3.0215 3.6660 17.0987 0.7 0.1 0.1 0.084
H 0.0376 3.3465 15.0997 0.1 -0.1 0.2 0.113
H -0.0788 3.8887 12.7386 -0.2 0.6 0.2 0.102
H 1.6716 5.3264 11.7098 -0.1 0.2 -0.6 0.085
H 3.6174 6.0193 13.0144 -0.3 -0.6 0.3 0.125
H 4.9427 5.8263 15.0579 0.1 0.1 -0.2 0.131
H 4.7832 4.2451 15.8683 -0.6 0.7 -0.6 0.153
```
Forces are in eV/Å.

Values from the calculation:
HOMO level (spin up / spin down) ... -5.71 / -5.71 eV
Kohn-Sham gap (spin up / spin down) ... 6.51 / 6.51 eV
Total energy ... -272540.865 eV
ΔE to the lowest compared entry with this formula, charge and spin ... 0.8106 eV
LUMO energy (spin up / spin down) ... 0.798 / 0.795 eV
Charge ... -1

# 2
# C44H64Cl4O24

10 unconnected molecules or ions with the total composition C44H64Cl4O24 (the ωB97M-V functional and the def2-TZVPD basis, the Open Molecules 2025 dataset).

Structure (XYZ):
```
136
Properties=species:S:1:pos:R:3:forces:R:3:lowdin_charge:R:1
O 7.6560 27.3863 3.0820 1.2 0.6 0.8 0.139
C 6.6688 27.1968 2.4429 -2.2 -1.2 -2.0 -0.349
C 5.7899 26.0338 2.5920 -1.9 -1.0 -0.1 0.076
C 4.6767 25.7425 1.8208 0.5 0.7 0.9 -0.160
O 3.7619 24.7754 2.1677 1.9 1.1 -0.2 0.082
C 4.2937 26.6981 0.6750 -2.0 -0.2 -0.7 -0.231
O 3.2536 26.4732 -0.0151 3.6 0.6 2.1 0.042
C 5.0934 27.9585 0.6320 -0.5 -0.5 -0.3 0.070
C 6.1809 28.1630 1.3863 1.1 1.3 0.9 -0.208
O 6.8688 29.3400 1.3658 -1.2 -0.5 -1.0 0.092
H 5.9279 25.5098 3.5263 0.1 -0.4 -0.1 0.126
H 3.0554 24.7805 1.5177 -0.4 0.2 -0.6 0.092
H 4.7452 28.7800 0.0235 -0.1 -0.2 -0.3 0.130
H 7.5908 29.3691 1.9979 0.2 -0.6 0.4 0.108
O 4.6468 19.5417 2.4627 0.4 0.1 -0.5 0.120
C 4.4022 19.8821 1.3228 -1.4 -1.1 -1.0 -0.321
C 3.9005 21.1579 0.8905 0.0 2.6 -1.1 0.064
C 3.5780 21.5144 -0.3952 -1.3 1.0 -0.2 -0.167
O 3.1610 22.7623 -0.7927 0.8 -1.3 2.3 0.076
C 3.5101 20.5212 -1.5219 1.8 -1.3 0.9 -0.304
O 3.2399 20.8061 -2.6700 -0.2 0.2 0.7 0.118
C 4.0604 19.2196 -1.0777 -0.1 0.4 -2.1 0.062
C 4.4172 18.8917 0.1480 0.9 -0.7 1.7 -0.221
O 4.9149 17.6559 0.3735 -0.2 0.6 -0.3 0.104
H 3.9131 21.9884 1.5807 -0.1 0.0 0.4 0.125
H 2.9654 22.7329 -1.7321 -0.4 -0.1 -1.1 0.056
H 4.4334 18.5713 -1.8567 -0.6 -0.4 -0.3 0.136
H 5.1209 17.5549 1.3056 0.1 0.2 0.5 0.111
O -0.8659 23.7273 -0.2072 0.2 -0.1 0.3 0.085
C -0.2877 22.7553 0.2347 0.2 -1.0 -0.3 -0.301
C 0.0693 22.5464 1.6456 -1.2 2.5 -1.7 0.056
C 0.5204 21.4306 2.1460 1.3 -1.8 1.8 -0.229
O 0.8970 21.4337 3.4432 -0.2 -0.5 -0.6 0.108
C 0.6820 20.1226 1.3439 -1.1 0.3 -1.1 -0.314
O 0.8989 18.9966 1.7733 0.2 1.7 0.6 0.110
C 0.4541 20.3787 -0.0715 -0.5 1.0 -1.5 0.052
C 0.0953 21.5772 -0.6621 1.2 -0.9 0.1 -0.187
O 0.1772 21.6947 -2.0060 -0.3 -1.2 1.9 0.105
H -0.0655 23.4488 2.2234 0.1 -0.1 0.5 0.142
H 1.2316 20.5461 3.5908 0.2 -0.5 0.6 0.109
H 0.6003 19.5740 -0.7769 0.2 -0.3 0.1 0.133
H 0.1420 22.6084 -2.2985 -0.5 1.1 -0.4 0.063
O 0.4941 26.4070 0.2415 -0.1 -3.1 -1.1 0.127
C 0.0514 27.4496 0.5803 -0.2 1.7 1.5 -0.350
C 0.9274 28.5818 0.6681 -1.6 3.7 0.7 0.088
C 0.3589 29.7794 1.1017 1.1 1.0 0.1 -0.154
O 1.0632 30.9521 1.1737 0.6 -1.7 -0.6 0.072
C -1.0961 29.9778 1.5964 -0.8 1.6 0.8 -0.228
O -1.5492 31.1035 2.0174 2.2 -4.4 -1.7 0.055
C -1.8317 28.7027 1.5839 -1.3 3.9 2.6 0.037
C -1.3288 27.5896 1.1910 0.1 -4.4 -2.1 -0.206
O -2.0978 26.4475 1.2591 0.7 1.6 0.3 0.076
H 1.9586 28.4680 0.3680 -0.1 0.1 0.0 0.109
H 0.6773 31.5811 1.7877 -0.8 0.1 0.1 0.104
H -2.6793 28.6670 2.2522 -0.6 0.1 -0.5 0.142
H -1.6408 25.6995 0.8676 0.6 -0.5 -0.4 0.059
C -2.0862 24.2242 -3.3474 0.8 0.1 0.4 -0.022
O -0.6571 24.0464 -3.0825 -2.2 -3.1 -0.6 -0.218
C 0.1414 25.1210 -3.2714 -0.1 3.0 0.9 -0.257
C 1.5727 24.8930 -2.7789 -1.0 -0.3 -2.1 -0.131
O 1.9473 23.6311 -3.3448 0.5 -0.7 1.1 -0.234
C 2.1318 23.6215 -4.7575 0.1 -0.6 0.8 -0.131
H -2.6433 23.2891 -3.4049 0.8 -0.5 -0.1 0.086
H -2.2537 24.7435 -4.2910 0.2 0.2 0.0 0.091
H -2.5819 24.7164 -2.5107 0.3 0.6 0.0 0.063
H -0.3245 25.8784 -2.6410 0.4 1.0 0.1 0.127
H 0.1117 25.5143 -4.2875 0.1 -0.3 -0.3 0.060
H 1.6344 24.9749 -1.6937 0.3 -0.7 -0.1 0.110
H 2.2173 25.6295 -3.2586 0.0 0.5 0.3 0.123
H 2.4848 22.6212 -5.0083 0.4 0.0 0.2 0.079
H 2.8888 24.3684 -4.9968 -0.2 0.1 -0.4 0.063
H 1.2117 23.6873 -5.3381 -0.2 0.7 0.2 0.059
C 5.1682 21.1837 -4.9306 1.5 0.6 -0.9 -0.060
O 6.3231 21.7845 -5.6430 -0.5 -0.2 0.9 -0.202
C 5.9852 22.7094 -6.6843 0.5 -1.5 0.5 -0.177
C 5.4196 21.9663 -7.8800 -2.2 1.4 -1.3 -0.212
O 6.2585 21.8786 -9.0246 1.0 0.7 0.1 -0.195
C 5.7923 21.0962 -10.1234 -0.3 -0.1 1.3 -0.094
H 4.6757 20.4785 -5.6001 -0.1 -0.2 0.2 0.079
H 4.4283 21.8826 -4.5403 0.2 0.5 -0.3 0.047
H 5.5888 20.6866 -4.0565 0.1 -0.1 -0.3 0.074
H 6.8475 23.2396 -7.0887 0.6 -0.2 0.5 0.128
H 5.3822 23.4617 -6.1759 -0.8 0.1 -0.7 0.106
H 4.6197 22.6239 -8.2206 -0.7 0.1 -0.1 0.082
H 4.8949 21.0450 -7.6270 0.5 -0.4 0.1 0.114
H 4.7397 21.2278 -10.3737 -0.4 0.1 0.5 0.077
H 5.9692 20.0925 -9.7369 -0.1 -0.5 -1.1 0.091
H 6.2685 21.3728 -11.0641 0.8 -0.2 0.5 0.086
C 5.4367 24.4878 -2.7000 1.2 -1.1 0.6 -0.059
O 6.4296 25.0143 -1.7842 0.5 -0.1 -0.7 -0.191
C 7.7939 24.9514 -2.2595 0.3 -1.4 0.4 -0.162
C 8.6248 23.6341 -1.8770 -0.7 0.6 -0.8 -0.163
O 8.1844 22.4676 -2.6198 0.3 0.9 1.9 -0.204
C 8.5180 21.2149 -1.9909 -0.6 0.4 -1.0 -0.096
H 4.7577 25.2376 -3.1061 0.3 0.2 0.0 0.084
H 4.8691 23.7143 -2.1827 -0.2 0.3 0.3 0.069
H 5.9824 23.8980 -3.4365 -0.2 0.3 -0.6 0.075
H 8.3158 25.8141 -1.8452 0.0 -0.1 0.3 0.112
H 7.8912 25.0623 -3.3394 -0.5 -0.1 -0.2 0.115
H 8.6351 23.4965 -0.7958 -0.6 -0.3 0.2 0.110
H 9.6764 23.7747 -2.1270 0.2 0.5 -0.2 0.113
H 9.5601 20.9122 -2.0929 0.2 0.1 -0.7 0.080
H 7.8177 20.6000 -2.5562 0.5 -0.8 0.4 0.081
H 8.3755 21.1226 -0.9142 -0.7 0.6 0.2 0.078
C 0.6049 21.4497 -7.8701 0.7 0.0 -0.9 -0.131
O -0.4912 20.7375 -8.3535 -1.9 0.0 0.1 -0.164
C -1.7998 21.2734 -8.1075 -0.9 -0.8 0.6 -0.187
C -2.8744 20.3119 -8.6484 1.1 -1.0 0.9 -0.246
O -3.0075 20.1727 -10.0043 -0.4 1.2 -2.4 -0.160
C -3.4381 21.3608 -10.6761 0.0 -0.2 -0.9 -0.103
H 1.4687 20.8144 -8.0658 0.1 -0.1 0.0 0.089
H 0.6468 21.6639 -6.8022 -0.6 0.2 0.2 0.078
H 0.7208 22.3246 -8.5097 0.2 0.5 0.5 0.056
H -2.0567 22.2995 -8.3707 0.9 0.3 -0.9 0.116
H -2.0477 21.3004 -7.0465 0.5 -0.2 0.6 0.116
H -3.8663 20.4212 -8.2100 0.0 0.7 0.5 0.125
H -2.5426 19.3144 -8.3604 0.0 -0.1 0.4 0.129
H -4.0595 22.0197 -10.0697 0.1 0.0 0.3 0.089
H -3.9926 21.1539 -11.5914 -0.6 -0.9 0.3 0.079
H -2.6535 21.9208 -11.1850 0.8 0.2 0.9 0.081
Cl 0.2998 26.9179 -6.5608 -0.1 -0.4 0.4 0.575
C 0.9068 26.6835 -8.2186 -0.5 1.0 0.2 -0.672
C 2.3583 26.2653 -8.2664 -1.2 -0.5 0.0 -0.558
Cl 2.3995 24.5241 -7.7101 0.5 0.9 -0.7 0.622
H 0.7309 27.6908 -8.5961 0.5 -0.1 -0.6 0.063
H 0.2371 26.0140 -8.7583 0.2 -0.2 0.2 0.071
H 2.9866 26.8675 -7.6102 0.0 -0.2 -0.2 0.077
H 2.6067 26.3631 -9.3232 0.6 -0.4 0.2 0.081
Cl -5.4559 20.9241 1.4726 -0.6 0.6 0.4 0.556
C -3.8636 21.2626 0.7847 0.0 -0.6 -0.5 -0.673
C -3.8018 22.1956 -0.4173 0.3 0.1 0.1 -0.603
Cl -4.1527 23.9478 -0.0942 0.1 -0.8 0.2 0.563
H -3.6329 20.2377 0.4939 0.7 0.3 -0.6 0.059
H -3.1376 21.5344 1.5509 -0.3 0.3 0.1 0.071
H -4.4208 21.9371 -1.2765 -0.2 -0.3 0.4 0.072
H -2.7613 22.1365 -0.7367 0.0 0.3 -0.2 0.041
```
Forces are in eV/Å.

Values from the calculation:
HOMO level ... -9.41 eV
Kohn-Sham gap ... 7.74 eV
Total energy ... -145883.967 eV
ΔE to the lowest compared entry with this formula, charge and spin ... 0.0000 eV
LUMO energy ... -1.678 eV
Structure (SMILES) ... O=C1C=C(O)C(=O)C=C1O.O=C1C=C(O)C(=O)C=C1O.O=C1C=C(O)C(=O)C=C1O.O=C1C=C(O)C(=O)C=C1O.COCCOC.COCCOC.COCCOC.COCCOC.ClCCCl.ClCCCl

Q: What is the formula in the second record?
A: C44H64Cl4O24

Q: Which of these has the highest total energy?
A: C44H64Cl4O24